{
  "formula": "C40H26F5O2PtS3",
  "method": "ωB97M-V/def2-TZVPD",
  "species": ["Pt", "F", "C", "C", "F", "C", "F", "C", "S", "C", "F", "C", "F", "C", "C", "C", "C", "C", "C", "C", "S", "O", "C", "C", "C", "C", "C", "C", "C", "C", "C", "C", "C", "C", "C", "C", "C", "C", "C", "C", "C", "C", "S", "O", "C", "C", "C", "C", "C", "C", "C", "H", "H", "H", "H", "H", "H", "H", "H", "H", "H", "H", "H", "H", "H", "H", "H", "H", "H", "H", "H", "H", "H", "H", "H", "H", "H"],
  "coordinates": [[0.55, 0.80, 0.96], [-1.11, -4.72, -3.34], [-0.52, -3.82, -2.63], [-1.29, -3.06, -1.73], [-2.57, -3.30, -1.62], [-0.67, -2.11, -0.97], [-1.36, -1.41, -0.10], [0.74, -1.87, -1.09], [1.58, -0.75, -0.19], [1.48, -2.68, -2.02], [2.77, -2.48, -2.14], [0.87, -3.64, -2.78], [1.53, -4.37, -3.64], [0.83, -0.07, 8.74], [0.55, 0.25, 7.31], [-0.21, 1.38, 6.96], [-0.49, 1.67, 5.65], [0.00, 0.81, 4.67], [0.74, -0.33, 4.97], [1.01, -0.60, 6.30], [-0.43, 1.18, 3.02], [-1.82, 1.52, 2.84], [0.71, 2.42, 2.38], [2.06, 2.24, 2.88], [2.92, 3.28, 2.88], [2.53, 4.57, 2.37], [3.44, 5.62, 2.33], [3.07, 6.84, 1.78], [1.79, 7.03, 1.24], [0.87, 6.02, 1.27], [1.20, 4.77, 1.87], [0.28, 3.71, 1.90], [-1.11, 3.89, 1.45], [-1.98, 4.80, 2.14], [-1.61, 5.48, 3.33], [-2.50, 6.30, 3.96], [-3.80, 6.48, 3.45], [-4.20, 5.82, 2.32], [-3.30, 4.96, 1.65], [-3.73, 4.23, 0.51], [-2.90, 3.35, -0.13], [-1.59, 3.21, 0.35], [-0.58, 2.08, -0.58], [-1.44, 1.22, -1.35], [0.51, 3.00, -1.60], [1.81, 3.27, -1.22], [2.61, 4.02, -2.06], [2.12, 4.50, -3.28], [2.98, 5.31, -4.20], [0.80, 4.20, -3.64], [-0.02, 3.45, -2.81], [0.45, 0.69, 9.41], [1.91, -0.17, 8.90], [0.38, -1.03, 9.01], [-0.58, 2.03, 7.74], [-1.10, 2.53, 5.39], [1.07, -1.01, 4.19], [1.58, -1.48, 6.56], [2.35, 1.29, 3.30], [3.92, 3.16, 3.28], [4.44, 5.48, 2.71], [3.79, 7.65, 1.76], [1.53, 7.98, 0.80], [-0.11, 6.16, 0.84], [-0.62, 5.35, 3.74], [-2.21, 6.82, 4.86], [-4.49, 7.14, 3.96], [-5.20, 5.94, 1.93], [-4.74, 4.38, 0.14], [-3.23, 2.79, -0.99], [2.22, 2.88, -0.28], [3.64, 4.23, -1.78], [4.00, 5.41, -3.81], [2.56, 6.30, -4.33], [3.03, 4.84, -5.18], [0.42, 4.55, -4.59], [-1.03, 3.21, -3.11]],
  "mulliken_charge": [1.685, -0.189, 0.653, -0.119, -0.228, 0.204, -0.238, 0.558, -0.186, 0.185, -0.233, 0.258, -0.206, -1.413, 0.863, -0.931, -0.810, 0.384, -0.085, -0.888, 0.581, -0.435, 0.498, -1.015, -1.421, 0.956, -1.141, -0.623, -1.038, -0.684, 0.898, 0.376, 0.789, 0.859, -0.670, -1.009, -0.730, -0.973, 0.606, -1.031, -1.548, 0.844, 0.258, -0.570, 0.927, -0.057, -1.121, 0.820, -1.468, -0.880, -0.675, 0.368, 0.374, 0.363, 0.362, 0.560, 0.526, 0.459, 0.637, 0.535, 0.542, 0.474, 0.535, 0.621, 0.595, 0.479, 0.449, 0.489, 0.486, 0.676, 0.315, 0.419, 0.374, 0.361, 0.386, 0.469, 0.557],
  "total_charge": 3,
  "homo_lumo_gap_ev": [4.220, 4.219]
}

---

{
  "formula": "C4H9NO",
  "method": "ωB97M-V/def2-TZVPD",
  "species": ["C", "C", "N", "C", "O", "C", "H", "H", "H", "H", "H", "H", "H", "H", "H"],
  "coordinates": [[1.05, 1.70, -1.54], [0.12, 0.95, -0.70], [0.46, 0.07, 0.16], [-0.99, -0.64, 0.55], [-1.71, 0.21, 1.11], [-0.59, -1.89, 1.35], [0.57, 2.22, -2.37], [1.91, 1.12, -1.87], [1.39, 2.44, -0.81], [-0.93, 1.27, -0.59], [-1.18, -0.81, -0.67], [1.27, -0.51, 0.01], [0.12, -2.56, 0.85], [-1.51, -2.43, 1.58], [-0.15, -1.57, 2.30]],
  "mulliken_charge": [-1.038, 0.014, -0.197, 0.406, -0.723, -1.259, 0.308, 0.306, 0.297, 0.420, 0.213, 0.280, 0.325, 0.315, 0.333],
  "e_above_lowest_kj_mol": 343.4,
  "homo_lumo_gap_ev": 8.027
}

---

{
  "formula": "C3H5P",
  "method": "ωB97M-V/def2-TZVPD",
  "species": ["C", "C", "C", "P", "H", "H", "H", "H", "H"],
  "coordinates": [[-0.11, -1.38, -2.36], [-0.30, -1.21, -1.17], [0.64, 0.29, 0.94], [-0.51, -1.21, 0.50], [0.07, -1.54, -3.31], [0.02, 0.99, 1.39], [0.98, 0.73, -0.07], [1.50, -0.06, 1.54], [-2.85, -0.11, 0.24]],
  "mulliken_charge": [0.323, -0.604, -0.807, -0.199, 0.476, 0.288, 0.239, 0.277, 0.007],
  "spin_multiplicity": 3,
  "e_above_lowest_kj_mol": 222.8,
  "homo_lumo_gap_ev": [8.652, 7.780]
}

---

no.,F_max (Eh/bohr),total energy (eV)
1,0.00899,-95306.335
2,0.05122,-7828.761
3,0.08087,-12474.346